(1)
The following is a DFT calculation (ωB97M-V/def2-TZVPD) of 2 unconnected molecules or ions with the total composition C3H4Br2.

Summary:
LUMO energy = 0.5 eV
orbital gap = 0.39221 Ha
M = 199.9 u
E = -5264.63688 Ha
SMILES string = C#CBr.CBr
energy above the lowest of the compared OMol25 structures with the same formula, charge and spin = 1.660 eV

```
9
Properties=species:S:1:pos:R:3:nbo_charge:R:1
C -0.71 -2.81 -0.02 -0.2463
C -1.25 -1.85 -0.52 -0.1787
C 0.86 1.62 0.43 -0.6036
Br -1.96 -0.28 -1.21 0.1873
Br 1.24 2.78 -1.11 -0.0475
H 0.68 2.25 1.28 0.2179
H -0.51 -3.74 0.43 0.2445
H 1.68 1.02 0.54 0.2073
H -0.03 1.01 0.17 0.2192
```

---

(2)
The following is a DFT calculation (ωB97M-V/def2-TZVPD) of C3H4Br2N2 in the gas phase.

Summary:
LUMO energy = 0.4 eV
orbital gap = 0.38443 Ha
M = 227.9 u
E = -5374.21961 Ha
SMILES string = N#C[C@@H](Br)[C@H](N)Br
energy above the lowest of the compared OMol25 structures with the same formula, charge and spin = 0.000 eV

```
11
Properties=species:S:1:pos:R:3:nbo_charge:R:1
C 0.72 0.80 1.26 0.2234
C 0.69 0.79 -0.19 -0.4321
C -0.25 -0.52 -0.71 0.0018
N 0.65 0.67 2.41 -0.2706
N -1.47 -0.40 -0.04 -0.8427
Br 2.43 0.78 -0.96 0.1253
Br 0.83 -2.21 -0.30 -0.1005
H 0.06 1.69 -0.44 0.2761
H -0.23 -0.42 -1.85 0.2257
H -2.21 -1.13 -0.04 0.4112
H -1.22 -0.06 0.85 0.3825
```

---

(3)
The following is a DFT calculation (ωB97M-V/def2-TZVPD) of 2 unconnected molecules or ions with the total composition C3H4Br2O.

Summary:
LUMO energy (alpha / beta) = -0.4 / -0.4 eV
orbital gap (alpha / beta) = 0.29073 / 0.29210 Ha
M = 215.9 u
E = -5339.81322 Ha
energy above the lowest of the compared OMol25 structures with the same formula, charge and spin = 3.565 eV

```
10
Properties=species:S:1:pos:R:3:nbo_charge:R:1
C -2.74 0.66 -1.09 -0.2931
C 0.62 1.02 -0.09 0.6120
C 0.94 -0.30 0.51 -0.7107
O -0.37 1.41 -0.62 -0.4960
Br -3.46 1.48 0.35 0.1393
Br 2.11 2.34 0.23 -0.1239
H -2.73 1.10 -2.08 0.1331
H 1.87 -0.54 0.10 0.2492
H 0.21 -0.96 0.36 0.2394
H 0.87 -0.02 1.48 0.2507
```

---

(4)
The following is a DFT calculation (ωB97M-V/def2-TZVPD) of C3H4Br2O4S in the gas phase.

Summary:
LUMO energy = 0.2 eV
orbital gap = 0.39982 Ha
M = 295.9 u
E = -5963.83082 Ha
SMILES string = C[C@]1(Br)OS(=O)(=O)O[C@@H]1Br

```
14
Properties=species:S:1:pos:R:3:nbo_charge:R:1
C -0.02 0.67 1.02 -0.0100
C 0.46 -0.40 0.02 0.2509
C 1.84 -0.45 -0.61 -0.6808
O -2.44 -1.11 -0.05 -0.8926
O -0.49 -0.12 -1.08 -0.7083
O -1.41 0.83 0.96 -0.6632
O -2.87 1.12 -1.12 -0.8192
S -1.99 0.20 -0.43 2.4813
Br 0.67 2.43 0.64 0.0191
Br 0.05 -2.15 0.91 0.0289
H 0.26 0.46 1.98 0.2225
H 1.91 0.59 -0.99 0.2551
H 1.58 -1.16 -1.48 0.2562
H 2.45 -0.92 0.22 0.2600
```

---

Which formula does entry 4 have? C3H4Br2O4S